*1*
Computed, not measured: a 2-piece molecular cluster, C10H16 overall, with ωB97M-V/def2-TZVPD.

Each line ends with the Mulliken charge.
CARTESIAN COORDINATES (ANGSTROEM)
C -1.91 -0.47 1.76  -1.54
C -1.14 -1.24 0.74  0.39
C 0.08 -1.91 0.98  -0.20
C 0.78 -2.52 -0.06  -0.64
C 0.19 -2.70 -1.30  -0.34
C -1.02 -2.08 -1.57  -0.69
C -1.55 -1.28 -0.56  0.09
H -2.70 -1.10 2.18  0.40
H -2.34 0.40 1.26  0.37
H -1.36 -0.11 2.63  0.31
H 0.61 -1.76 1.91  0.35
H 1.80 -2.84 0.07  0.38
H 0.59 -3.35 -2.07  0.38
H -1.57 -2.33 -2.46  0.41
H -2.53 -0.86 -0.81  0.30
C 1.29 1.90 -1.51  -1.31
C 0.62 1.91 -0.14  0.84
C 1.34 2.69 0.96  -1.20
H 2.34 1.62 -1.41  0.34
H 1.28 2.89 -1.97  0.36
H 0.80 1.22 -2.21  0.32
H -0.33 2.41 -0.44  0.21
H 0.22 0.96 0.19  -0.50
H 1.11 2.19 1.90  0.33
H 2.43 2.65 0.91  0.35
H 0.97 3.71 1.03  0.29

## Properties
Orbital gap (eV): 10.0
Net charge: 0
E_LUMO (Eh): 0.03604



*2*
Computed, not measured: a 2-piece molecular cluster, C10H16 overall, with ωB97M-V/def2-TZVPD.

Each line ends with the Mulliken charge.
CARTESIAN COORDINATES (ANGSTROEM)
C 0.01 -2.85 1.88  -1.01
C 0.67 -1.93 0.72  -0.94
C 0.62 -0.48 1.16  0.86
C 1.74 0.07 1.95  -0.54
C 1.86 1.43 2.12  -0.23
C 0.84 2.36 1.55  -0.65
C -0.29 1.77 1.06  -0.39
C -0.46 0.35 0.92  -0.82
H 0.25 -3.93 1.67  0.31
H -1.01 -2.64 2.01  0.34
H 0.58 -2.55 2.77  0.32
H 1.72 -2.20 0.64  0.37
H 0.12 -2.05 -0.20  0.35
H 2.51 -0.68 1.95  0.28
H 2.84 1.85 2.60  0.25
H 0.92 3.39 1.67  0.47
H -1.12 2.25 0.55  0.34
H -1.17 -0.13 0.45  0.68
C -1.62 0.03 -3.30  -0.92
C -1.10 1.41 -2.97  -0.89
H -2.13 0.04 -4.19  0.41
H -0.59 -0.40 -3.55  0.20
H -2.33 -0.42 -2.65  0.31
H -0.33 1.32 -2.22  0.22
H -1.82 2.24 -2.76  0.31
H -0.69 1.76 -3.85  0.37

## Properties
Orbital gap (eV): 9.9
Net charge: 0
E_LUMO (Eh): 0.03698



*3*
Computed, not measured: a 2-piece molecular cluster, C10H16 overall, with ωB97M-V/def2-TZVPD.

Each line ends with the Mulliken charge.
CARTESIAN COORDINATES (ANGSTROEM)
C 2.58 1.30 1.10  -1.41
C 1.21 1.77 0.62  1.06
C 0.54 2.73 1.36  -0.47
C -0.68 3.22 0.90  -0.45
C -1.08 2.92 -0.39  -0.42
C -0.35 2.03 -1.16  -0.55
C 0.75 1.36 -0.62  -0.51
H 2.91 0.52 0.41  0.34
H 2.57 1.05 2.16  0.36
H 3.25 2.15 0.94  0.34
H 0.91 3.08 2.31  0.35
H -1.38 3.67 1.59  0.36
H -2.00 3.29 -0.80  0.35
H -0.76 1.82 -2.14  0.34
H 1.15 0.53 -1.20  0.30
C 0.08 -3.67 -0.93  -0.91
C -1.34 -3.16 -0.55  -0.38
C -1.36 -1.77 0.09  -0.77
H 0.81 -2.90 -0.73  0.27
H 0.11 -3.89 -2.00  0.25
H 0.24 -4.62 -0.43  0.26
H -2.05 -3.43 -1.35  0.40
H -1.86 -3.86 0.11  0.28
H -1.76 -1.80 1.09  0.32
H -0.42 -1.22 0.09  0.05
H -2.06 -1.14 -0.48  0.24

## Properties
Orbital gap (eV): 10.1
Net charge: 0
E_LUMO (Eh): 0.03736



*4*
Computed, not measured: a 2-piece molecular cluster, C10H16 overall, with ωB97M-V/def2-TZVPD.

Each line ends with the Mulliken charge.
CARTESIAN COORDINATES (ANGSTROEM)
C -0.62 -1.03 -3.16  -1.42
C -1.18 -0.58 -1.82  0.75
C -1.00 -1.23 -0.61  -0.14
C -1.56 -0.86 0.56  -0.86
C -2.40 0.28 0.61  -0.41
C -2.59 0.93 -0.61  -0.26
C -1.99 0.56 -1.82  -0.54
H 0.45 -1.28 -3.14  0.35
H -0.64 -0.25 -3.91  0.37
H -1.14 -1.90 -3.52  0.29
H -0.32 -2.11 -0.72  0.34
H -1.44 -1.46 1.43  0.44
H -2.97 0.63 1.43  0.48
H -3.27 1.79 -0.69  0.30
H -2.22 1.17 -2.70  0.30
C 3.24 1.02 1.39  -1.11
C 2.23 -0.11 1.78  -0.18
C 0.82 0.42 1.96  -1.01
H 3.60 1.46 2.32  0.29
H 4.02 0.48 0.81  0.33
H 2.68 1.72 0.77  0.31
H 2.29 -0.96 0.88  0.14
H 2.70 -0.60 2.59  0.34
H 0.19 0.52 1.08  0.16
H 0.23 -0.07 2.76  0.34
H 0.89 1.46 2.37  0.38

## Properties
Orbital gap (eV): 10.1
Net charge: 0
E_LUMO (Eh): 0.03674



What should be chosen as the least stable of them? Choose *2*.



*1*
Computed, not measured: a 2-piece molecular cluster, C10H16 overall, with ωB97M-V/def2-TZVPD.

Each line ends with the Mulliken charge.
CARTESIAN COORDINATES (ANGSTROEM)
C 2.50 -0.75 -1.70  -1.22
C 1.47 -0.81 -0.53  -0.68
C 0.15 -0.16 -0.99  0.83
C 0.13 1.21 -1.20  -0.53
C -1.10 1.85 -1.38  -0.46
C -2.27 1.12 -1.44  -0.55
C -2.21 -0.26 -1.30  -0.28
C -1.00 -0.93 -1.06  -0.58
H 3.49 -0.42 -1.41  0.32
H 2.10 -0.15 -2.51  0.38
H 2.56 -1.80 -1.99  0.31
H 1.28 -1.79 -0.10  0.46
H 1.76 -0.13 0.28  0.21
H 1.02 1.79 -1.36  0.39
H -1.10 2.93 -1.31  0.36
H -3.25 1.52 -1.68  0.37
H -3.10 -0.87 -1.15  0.33
H -1.21 -1.98 -0.88  0.32
C -0.21 -0.81 2.51  -0.43
C -0.20 0.65 2.98  -0.93
H -0.87 -0.80 1.65  0.05
H 0.77 -1.01 2.09  0.09
H -0.39 -1.54 3.30  0.39
H -1.14 1.09 3.31  0.32
H 0.21 1.26 2.18  0.23
H 0.60 0.78 3.70  0.32

## Properties
Orbital gap (eV): 10.0
Net charge: 0
E_LUMO (Eh): 0.03653



*2*
Computed, not measured: a 2-piece molecular cluster, C10H16 overall, with ωB97M-V/def2-TZVPD.

Each line ends with the Mulliken charge.
CARTESIAN COORDINATES (ANGSTROEM)
C -2.04 -2.23 -1.39  -1.27
C -1.89 -0.80 -1.00  0.76
C -1.16 0.18 -1.75  -0.58
C -1.57 1.49 -1.63  -0.53
C -2.32 1.94 -0.54  -0.52
C -2.78 0.98 0.38  -0.35
C -2.61 -0.33 0.12  -0.34
H -2.20 -2.99 -0.56  0.32
H -1.14 -2.59 -1.96  0.33
H -2.86 -2.34 -2.09  0.29
H -0.46 -0.30 -2.33  0.47
H -1.31 2.11 -2.43  0.40
H -2.67 2.93 -0.58  0.44
H -3.29 1.28 1.31  0.36
H -3.08 -1.08 0.83  0.22
C 2.62 1.23 1.89  -1.12
C 2.36 -0.23 1.50  -0.14
C 3.40 -0.61 0.38  -1.15
H 2.91 1.87 1.06  0.32
H 3.40 1.33 2.68  0.30
H 1.71 1.74 2.17  0.34
H 2.53 -0.84 2.45  0.22
H 1.40 -0.60 1.16  0.28
H 4.44 -0.29 0.71  0.28
H 3.44 -1.68 0.22  0.36
H 3.17 -0.17 -0.59  0.30

## Properties
Orbital gap (eV): 9.7
Net charge: 0
E_LUMO (Eh): 0.03376



What should be chosen as the least stable of them? Choose *2*.



*1*
Computed, not measured: a 2-piece molecular cluster, C10H16 overall, with ωB97M-V/def2-TZVPD.

Each line ends with the Mulliken charge.
CARTESIAN COORDINATES (ANGSTROEM)
C 1.38 -1.88 -1.82  -1.39
C 1.05 -0.49 -1.37  1.04
C -0.23 -0.02 -1.79  -0.62
C -0.44 1.32 -1.63  -0.28
C 0.36 2.17 -0.86  -0.55
C 1.55 1.68 -0.37  -0.42
C 1.95 0.38 -0.75  -0.55
H 2.42 -1.90 -2.27  0.27
H 0.71 -2.48 -2.43  0.36
H 1.42 -2.66 -1.08  0.29
H -0.82 -0.59 -2.51  0.33
H -1.33 1.66 -2.18  0.29
H 0.14 3.25 -0.85  0.39
H 2.23 2.30 0.16  0.48
H 3.02 0.18 -0.70  0.35
C -0.44 -0.89 3.15  -1.03
C -1.88 -1.12 2.59  -0.31
C -2.48 -0.18 1.54  -0.83
H 0.38 -1.35 2.59  0.25
H -0.30 0.16 3.36  0.28
H -0.54 -1.39 4.10  0.35
H -2.50 -1.14 3.49  0.31
H -1.94 -2.14 2.19  0.26
H -3.65 -0.14 1.71  0.26
H -2.39 -0.73 0.54  0.13
H -2.18 0.83 1.50  0.31

## Properties
Orbital gap (eV): 9.9
Net charge: 0
E_LUMO (Eh): 0.03564



*2*
Computed, not measured: a 2-piece molecular cluster, C10H16 overall, with ωB97M-V/def2-TZVPD.

Each line ends with the Mulliken charge.
CARTESIAN COORDINATES (ANGSTROEM)
C 0.69 -0.65 -2.49  -1.41
C -0.23 -0.20 -1.35  -0.12
C -0.08 -0.97 -0.07  0.92
C 1.13 -0.90 0.60  -0.12
C 1.34 -1.73 1.69  -0.59
C 0.33 -2.57 2.14  -0.38
C -0.90 -2.60 1.49  -0.54
C -1.13 -1.70 0.45  -0.44
H 1.72 -0.70 -2.14  0.31
H 0.56 0.01 -3.36  0.40
H 0.49 -1.68 -2.80  0.36
H -0.07 0.88 -1.31  -0.60
H -1.25 -0.28 -1.75  0.42
H 1.94 -0.23 0.32  0.36
H 2.27 -1.72 2.25  0.35
H 0.49 -3.33 2.90  0.34
H -1.75 -3.15 1.89  0.35
H -2.05 -1.78 -0.11  0.33
C 0.19 3.05 -0.21  -0.74
C -1.08 2.75 0.61  -0.79
H 0.00 3.27 -1.26  0.29
H 0.79 3.82 0.25  0.35
H 0.83 2.17 -0.26  0.10
H -1.33 3.65 1.18  0.35
H -0.90 1.94 1.30  0.21
H -1.99 2.66 0.02  0.28

## Properties
Orbital gap (eV): 10.0
Net charge: 0
E_LUMO (Eh): 0.03618



What should be chosen as the least stable of them? Choose *1*.



*1*
Computed, not measured: a 2-piece molecular cluster, C10H16 overall, with ωB97M-V/def2-TZVPD.

Each line ends with the Mulliken charge.
CARTESIAN COORDINATES (ANGSTROEM)
C 1.00 0.66 -2.51  -1.35
C 1.15 -0.47 -1.59  1.07
C 1.56 -0.20 -0.29  -0.45
C 1.80 -1.23 0.71  -0.58
C 1.55 -2.54 0.27  -0.31
C 1.14 -2.82 -0.98  -0.30
C 1.04 -1.86 -2.02  -0.65
H -0.07 1.06 -2.45  0.19
H 1.16 0.34 -3.60  0.36
H 1.65 1.50 -2.47  0.37
H 1.55 0.88 0.02  0.32
H 2.04 -0.82 1.68  0.39
H 1.66 -3.40 0.96  0.30
H 1.05 -3.93 -1.13  0.26
H 0.90 -2.02 -3.07  0.38
C -2.40 1.89 0.46  -1.64
C -1.32 1.06 1.22  0.39
C -1.36 1.10 2.76  -1.30
H -2.06 2.93 0.43  0.33
H -2.53 1.58 -0.47  0.48
H -3.36 1.89 0.87  0.47
H -0.43 1.30 0.67  -0.10
H -1.43 0.05 0.97  0.30
H -1.84 0.20 3.13  0.32
H -1.98 1.90 3.14  0.33
H -0.48 0.92 3.29  0.40

## Properties
Orbital gap (eV): 10.0
Net charge: 0
E_LUMO (Eh): 0.03563



*2*
Computed, not measured: a 2-piece molecular cluster, C10H16 overall, with ωB97M-V/def2-TZVPD.

Each line ends with the Mulliken charge.
CARTESIAN COORDINATES (ANGSTROEM)
C -1.30 0.47 -2.47  -1.02
C -2.23 0.26 -1.28  -0.80
C -1.42 -0.09 -0.06  0.32
C -0.87 -1.37 0.07  -0.23
C -0.42 -1.81 1.30  -0.80
C -0.21 -0.92 2.34  0.04
C -0.61 0.41 2.22  -0.89
C -1.22 0.76 1.01  -0.02
H -0.50 1.17 -2.19  0.26
H -1.78 0.77 -3.39  0.36
H -0.75 -0.44 -2.70  0.30
H -2.92 1.09 -1.11  0.37
H -2.91 -0.59 -1.39  0.35
H -1.03 -2.08 -0.74  0.39
H -0.03 -2.82 1.41  0.37
H 0.24 -1.24 3.27  0.35
H -0.32 1.18 2.91  0.38
H -1.57 1.78 1.01  0.25
C 2.08 1.01 0.26  -0.23
C 2.85 -0.15 -0.34  -1.03
H 2.69 1.82 0.67  0.45
H 1.34 1.40 -0.41  0.04
H 1.55 0.71 1.16  -0.13
H 2.89 -1.02 0.30  0.29
H 3.91 0.12 -0.50  0.34
H 2.57 -0.44 -1.36  0.28

## Properties
Orbital gap (eV): 10.1
Net charge: 0
E_LUMO (Eh): 0.03836



What should be chosen as the least stable of them? Choose *1*.



*1*
Computed, not measured: a 2-piece molecular cluster, C10H16 overall, with ωB97M-V/def2-TZVPD.

Each line ends with the Mulliken charge.
CARTESIAN COORDINATES (ANGSTROEM)
C -2.49 -1.59 -1.09  -1.48
C -1.79 -0.91 0.07  1.03
C -2.10 0.36 0.57  -0.60
C -1.59 0.85 1.75  -0.41
C -0.57 0.12 2.38  -0.64
C -0.05 -0.95 1.69  -0.40
C -0.70 -1.58 0.62  -0.38
H -3.08 -2.40 -0.68  0.34
H -1.73 -1.96 -1.78  0.32
H -3.04 -0.92 -1.74  0.39
H -3.00 0.76 0.12  0.37
H -2.04 1.62 2.36  0.39
H -0.10 0.49 3.28  0.37
H 0.83 -1.41 2.09  0.36
H -0.14 -2.44 0.27  0.33
C 1.06 0.97 -1.78  -1.25
C 1.67 0.57 -0.44  0.70
C 3.08 1.13 -0.28  -1.52
H 1.11 0.09 -2.44  0.28
H 1.52 1.73 -2.41  0.39
H -0.01 1.19 -1.76  0.29
H 0.99 0.89 0.33  -0.16
H 1.77 -0.50 -0.28  0.20
H 3.48 1.02 0.73  0.36
H 3.73 0.67 -1.02  0.34
H 3.19 2.19 -0.55  0.37

## Properties
Orbital gap (eV): 10.1
Net charge: 0
E_LUMO (Eh): 0.03702



*2*
Computed, not measured: a 2-piece molecular cluster, C10H16 overall, with ωB97M-V/def2-TZVPD.

Each line ends with the Mulliken charge.
CARTESIAN COORDINATES (ANGSTROEM)
C -0.66 -2.96 0.71  -1.84
C -0.85 -1.88 -0.37  1.07
C -2.23 -1.44 -0.44  -0.67
C -2.51 -0.40 -1.32  -0.56
C -1.35 0.26 -1.92  -0.29
C -0.04 -0.19 -1.79  -0.43
C 0.28 -1.34 -0.99  -0.77
H -1.14 -2.68 1.65  0.39
H 0.43 -3.09 1.09  0.31
H -1.02 -3.83 0.41  0.51
H -2.90 -2.02 0.18  0.44
H -3.36 0.01 -1.67  0.51
H -1.58 1.23 -2.43  0.32
H 0.81 0.36 -2.25  0.35
H 1.13 -1.81 -0.86  0.67
C 2.25 2.28 0.08  -1.07
C 0.76 2.02 0.58  0.36
C 0.87 1.13 1.91  -1.35
H 2.59 1.37 -0.50  0.23
H 2.96 2.28 0.86  0.38
H 2.46 3.33 -0.30  0.31
H 0.23 3.01 0.83  0.29
H 0.18 1.51 -0.15  -0.28
H 1.39 0.20 1.76  0.31
H 1.31 1.87 2.69  0.32
H -0.01 0.79 2.24  0.48

## Properties
Orbital gap (eV): 9.9
Net charge: 0
E_LUMO (Eh): 0.03685



*3*
Computed, not measured: a 2-piece molecular cluster, C10H16 overall, with ωB97M-V/def2-TZVPD.

Each line ends with the Mulliken charge.
CARTESIAN COORDINATES (ANGSTROEM)
C 2.64 0.29 0.83  -0.85
C 2.42 -1.14 0.38  -0.73
C 1.33 -1.16 -0.52  0.63
C 0.02 -1.43 -0.04  -0.38
C -1.05 -1.49 -0.92  -0.29
C -0.77 -1.55 -2.32  -0.61
C 0.50 -1.22 -2.80  -0.39
C 1.54 -0.85 -1.90  -0.52
H 1.58 0.82 0.83  0.16
H 3.15 0.90 0.08  0.31
H 3.11 0.47 1.89  0.29
H 3.25 -1.57 -0.10  0.42
H 2.27 -1.81 1.30  0.29
H -0.01 -1.37 1.07  0.30
H -2.17 -1.50 -0.53  0.26
H -1.35 -2.06 -3.01  0.42
H 0.57 -1.05 -3.91  0.30
H 2.44 -0.49 -2.41  0.37
C -2.70 1.93 0.83  -0.68
C -2.17 2.14 2.22  -0.72
H -1.98 2.15 0.03  0.24
H -3.18 0.85 0.69  0.15
H -3.42 2.73 0.43  0.31
H -1.93 3.21 2.51  0.28
H -1.21 1.60 2.41  0.18
H -2.88 1.60 2.96  0.24

## Properties
Orbital gap (eV): 9.7
Net charge: 0
E_LUMO (Eh): 0.03638



What should be chosen as the least stable of them? Choose *2*.



*1*
Computed, not measured: a 2-piece molecular cluster, C5H7N3 overall, with ωB97M-V/def2-TZVPD.

Each line ends with the Mulliken charge.
CARTESIAN COORDINATES (ANGSTROEM)
H -2.38 -0.33 1.35  0.19
N -1.65 -0.65 0.79  -0.70
C -0.48 -0.63 1.22  0.27
C 0.62 -1.35 0.67  -0.95
H -0.12 -0.17 2.15  0.34
H 0.30 -2.11 -0.10  0.29
H 1.31 -0.67 0.02  0.17
H 1.01 -2.11 1.40  0.35
N 1.98 2.37 0.43  -0.43
C 1.48 1.89 -0.47  0.46
C 0.82 1.19 -1.47  -0.90
C -0.49 1.10 -1.42  0.58
N -1.64 0.86 -1.63  -0.54
H 1.24 0.43 -2.10  0.37
H -1.98 0.17 -0.86  0.49

## Properties
Orbital gap (eV): 9.9
Net charge: 0
E_LUMO (Eh): 0.02052



*2*
Computed, not measured: C5H7N3 as an isolated structure, with ωB97M-V/def2-TZVPD.

Each line ends with the Mulliken charge.
CARTESIAN COORDINATES (ANGSTROEM)
C -2.65 -0.25 -0.35  0.12
C -0.45 1.24 -0.60  0.23
C -1.46 0.33 0.26  0.41
C 1.04 0.84 -0.77  -1.26
C -0.80 -1.28 1.11  -1.07
N -3.64 -0.58 -0.82  -0.45
N -0.83 2.23 0.45  -0.35
N -1.60 1.53 1.10  -0.22
H -0.81 1.37 -1.62  0.40
H 1.59 1.76 -1.14  0.33
H 1.03 0.03 -1.58  0.27
H 1.43 0.69 0.16  0.45
H -1.71 -1.36 1.64  0.50
H 0.01 -0.81 1.66  0.27
H -0.35 -1.79 0.33  0.37

## Properties
Orbital gap (eV): 10.2
Net charge: 0
E_LUMO (Eh): 0.00603



What should be chosen as the least stable of them? Choose *2*.